1.
Density functional theory data (ωB97M-V with the def2-TZVPD basis set) for 3 unconnected molecules or ions with the total composition C17H38N2O7 in a non-equilibrium geometry.

Geometry as ORCA input:
```
! RIJCOSX wB97M-V def2-TZVPD def2/J DEFGRID3
* xyz 0 1
O -0.6639 3.1429 -0.8736
C -1.5320 2.9734 -1.8845
O -2.7755 2.1649 -1.8107
C -2.4805 0.7680 -2.1740
C -1.5254 0.6761 -3.5031
C -1.4779 -1.0680 -3.8876
C -0.1397 -1.5329 -4.8768
O -1.7079 -1.4342 -5.3800
H -1.2974 3.4491 -2.9536
H -1.9010 0.2892 -1.2601
H -3.5081 0.1746 -2.2827
H -0.3861 0.8685 -3.3142
H -1.9488 1.2010 -4.4594
H -1.8413 -1.8605 -2.9829
H -0.1102 -2.3183 -5.7198
H 0.0612 -2.3713 -4.0474
C -3.9638 1.5110 1.1462
O -3.5503 0.1792 1.4191
C -2.1299 0.0112 1.3315
C -1.5584 -0.3480 2.7112
N -1.6274 0.7991 3.6232
C -1.3152 0.4569 5.0146
C -2.3052 -0.4703 5.7469
O -3.5888 0.1193 5.9672
C -4.5103 -0.0685 4.9014
H -5.0567 1.5379 1.1534
H -3.5948 2.1967 1.9132
H -3.6160 1.8296 0.1577
H -1.6319 0.8938 0.9105
H -1.9511 -0.8251 0.6480
H -0.5132 -0.6594 2.5997
H -2.1322 -1.1940 3.1030
H -2.5665 1.1909 3.5904
H -1.2706 1.4037 5.5653
H -0.3101 0.0206 5.0605
H -1.8922 -0.6583 6.7449
H -2.3965 -1.4527 5.2713
H -4.3566 -1.0150 4.3754
H -4.4536 0.7694 4.2050
H -5.5192 -0.0708 5.3248
C 6.3465 -0.2367 -2.4389
O 5.8250 -0.9759 -1.3431
C 5.5929 -0.1626 -0.1864
C 4.0901 -0.1137 0.1272
N 3.3673 0.6641 -0.8851
C 1.9092 0.5545 -0.7728
C 1.2861 -0.8249 -1.0643
O 1.4151 -1.2370 -2.4272
C 2.6161 -1.9406 -2.7151
H 6.5702 -0.9368 -3.2481
H 5.6139 0.4893 -2.8008
H 7.2735 0.2733 -2.1558
H 6.0108 0.8461 -0.2965
H 6.1112 -0.6443 0.6490
H 3.9409 0.3457 1.1113
H 3.7210 -1.1436 0.1659
H 3.6447 0.3411 -1.8099
H 1.4874 1.2719 -1.4863
H 1.5997 0.8871 0.2254
H 0.2083 -0.7359 -0.8843
H 1.6401 -1.6030 -0.3796
H 2.9728 -2.5282 -1.8644
H 3.3871 -1.2447 -3.0491
H 2.4151 -2.6248 -3.5449
*
```

The total energy comes out at -1306.2465 Ha. As for the SMILES: O=COCC[C@@H]1CO1.COCCNCCOC.COCCNCCOC.

Here are the natural (NBO) charges for atoms 1 to 2, given in e: number 1, O, carries -0.534; number 2, C, carries 0.622

=====

2.
Density functional theory data (ωB97M-V with the def2-TZVPD basis set) for C5H9NO in the gas phase in a non-equilibrium geometry.

Geometry as ORCA input:
```
! RIJCOSX wB97M-V def2-TZVPD def2/J DEFGRID3
* xyz 0 1
C 1.2805 0.0462 -0.1280
C -2.5322 0.2514 0.0218
C 2.4186 0.8713 0.3755
N -0.1931 -2.4814 -0.4981
C -1.1855 -0.3850 -0.1350
C -0.0067 0.3097 0.2277
O -1.2437 -1.6479 -0.4626
H 0.5810 -2.0301 -0.9920
H 1.5263 -0.5519 -0.9899
H -0.1863 1.1479 0.8928
H -2.5513 0.9129 0.8870
H -2.7844 0.8336 -0.8678
H -3.2954 -0.5144 0.1542
H 2.9266 1.3851 -0.4438
H 2.0902 1.6217 1.0933
H 3.1555 0.2310 0.8649
*
```

The total energy comes out at -325.7416 Ha.

Here are the natural (NBO) charges for atoms 1 to 2, given in e: number 1, C, carries -0.113; number 2, C, carries -0.659

=====

3.
Density functional theory data (ωB97M-V with the def2-TZVPD basis set) for C6H6 in the gas phase.

Geometry as ORCA input:
```
! RIJCOSX wB97M-V def2-TZVPD def2/J DEFGRID3
* xyz 0 1
C -1.7443 0.6546 0.2438
C -1.1407 -0.7235 -0.0518
C 0.1325 -0.4497 -0.6957
C 1.1805 0.0732 -0.9995
C 2.4953 0.2949 -0.6342
C 3.4098 0.0909 0.1234
H -2.7814 0.5912 0.5754
H -1.1461 1.1616 1.0084
H -1.6867 1.2605 -0.6645
H -1.7853 -1.3503 -0.6725
H -0.9507 -1.2781 0.8796
H 4.0171 -0.3251 0.8877
*
```

The total energy comes out at -232.0611 Ha. As for the SMILES: C#CC#CCC.

Here are the natural (NBO) charges for atoms 1 to 2, given in e: number 1, C, carries -0.586; number 2, C, carries -0.485

=====

4.
Density functional theory data (ωB97M-V with the def2-TZVPD basis set) for 2 unconnected molecules or ions with the total composition C12H19NO2 in a non-equilibrium geometry.

Geometry as ORCA input:
```
! RIJCOSX wB97M-V def2-TZVPD def2/J DEFGRID3
* xyz 0 1
C -2.0544 -3.1595 -2.1013
C -2.4842 -0.7306 -2.1222
C -2.2999 -1.8900 -1.3760
C -2.4816 0.5340 -1.4168
C -2.2356 -1.7978 0.0231
C -2.5617 0.5480 -0.0530
C -2.3132 -0.6129 0.6890
O -2.8946 1.8029 0.4719
H -2.3708 -0.5635 -3.2070
H -2.3676 1.5537 -1.8993
H -0.9832 -3.2750 -1.9066
H -2.3219 -3.2749 -3.1359
H -1.8679 -2.6880 0.5662
H -2.1629 -0.6668 1.7724
H -3.4521 1.6482 1.2607
H -2.5560 -4.0613 -1.6341
C 2.4537 -0.1958 0.8851
C 1.8780 -0.3024 -0.6084
C 0.5820 0.8599 2.2051
C 3.3890 2.4727 0.3392
C 2.2795 2.2240 1.4048
O 1.9288 3.1325 2.1402
N 1.9442 0.9277 1.6477
H 2.4974 -1.1232 1.4089
H 3.5355 -0.1488 0.5758
H 2.4103 0.3413 -1.4451
H 0.7700 -0.5614 -0.7804
H -0.1403 1.0455 1.4025
H 3.7658 3.4668 0.3909
H 2.2261 -1.2812 -0.8031
H 0.1114 -0.0705 2.5055
H 0.6558 1.6069 2.9685
H 4.1763 1.7711 0.5058
H 2.9442 2.4684 -0.6741
*
```

The total energy comes out at -673.7993 Ha. As for the SMILES: CCN(C)C(C)=O.Cc1ccc(O)cc1.

Here are the natural (NBO) charges for atoms 1 to 2, given in e: number 1, C, carries -0.635; number 2, C, carries -0.209

=====

5.
Density functional theory data (ωB97M-V with the def2-TZVPD basis set) for 8 unconnected molecules or ions with the total composition C5H27N2O7 in a non-equilibrium geometry.

Geometry as ORCA input:
```
! RIJCOSX wB97M-V def2-TZVPD def2/J DEFGRID3
* xyz 1 1
C -1.6448 2.0221 -2.7565
C -2.2313 1.1636 -1.5427
C -2.0919 -0.4133 -1.6488
C -0.6216 -0.7819 -1.2584
C 0.4810 -0.1872 -1.8691
N 1.7371 -0.1433 -1.4011
N -0.5469 -1.3527 0.0633
H -2.3438 1.9556 -3.6188
H -0.7254 1.5191 -2.9662
H -1.5623 3.1414 -2.6369
H -1.5844 1.4808 -0.6539
H -3.3402 1.5539 -1.2681
H -2.2803 -0.5594 -2.6975
H -2.8601 -0.9264 -0.9393
H 0.2823 0.6046 -2.6074
H 2.5888 -0.0501 -1.9928
H 1.8292 -0.8771 -0.6385
H -1.2848 -2.0762 0.2124
H 0.3564 -1.9051 0.1337
H -0.5522 -0.6547 0.8891
H 0.4847 -0.2759 4.6702
H 1.1501 0.8440 3.9419
O 0.4727 0.1242 3.7650
H 0.6712 4.1548 -1.7720
H 1.4225 4.1534 -0.4147
O 0.7340 3.8662 -0.8365
H -0.1409 -3.9375 0.9773
H -1.6193 -4.2535 1.3315
O -0.9653 -3.5850 1.3396
H 2.6646 -0.6013 2.9748
H 3.9742 -0.7403 2.5418
O 3.1515 -1.0909 2.3923
H -2.5827 0.1728 1.8858
H -3.5566 -1.1334 1.7484
O -2.8310 -0.6536 1.4080
H 1.1410 2.5571 0.5171
H 1.1028 2.5382 2.0059
O 1.6840 2.6441 1.3283
H 3.2656 -2.3049 0.4578
H 3.1889 -3.4294 -0.6947
O 2.9831 -2.5629 -0.3702
*
```

The total energy comes out at -842.5561 Ha.

Here are the natural (NBO) charges for atoms 1 to 2, given in e: number 1, C, carries -0.602; number 2, C, carries -0.390